Record 1
A cluster of 11 separate species, C44H121N11O11 in total. Source: OMol25; level of theory: ωB97M-V/def2-TZVPD.

- total energy (eV) = -86495.10123
- frontier orbital gap (Eh) = 0.328
- SMILES string = COC[C@H](C)N.COC[C@H](C)N.COC[C@H](C)N.COC[C@H](C)N.COC[C@H](C)N.COC[C@H](C)N.COC[C@H](C)N.COC[C@H](C)N.COC[C@H](C)N.COC[C@H](C)N.COC[C@H](C)N
- molar mass (Da) = 980.52
- maximum force (eV/A) = 3.944
- LUMO energy (eV) = 0.49
- relative energy (zero: lowest compared OMol25 entry of this formula, charge and spin) (kJ/mol) = 398.79

Last column: Löwdin charge in e.
Element x y z (Å)
O1 1.71 -0.48 -4.49  -0.2435
O2 -3.17 3.07 2.43  -0.2026
O3 -2.30 6.17 -1.66  -0.2279
O4 -0.62 -0.03 -0.92  -0.2148
O5 4.72 1.59 6.24  -0.1959
O6 -6.80 4.41 -3.74  -0.1761
O7 3.06 -5.63 -0.27  -0.2251
O8 -0.62 -2.35 7.10  -0.1904
O9 -3.67 -3.10 -4.18  -0.1935
O10 -1.31 4.13 -5.31  -0.2133
O11 3.74 -5.01 3.49  -0.2468
N1 3.58 0.18 2.98  0.0361
N2 -3.22 3.52 -3.20  0.0754
N3 -0.87 5.25 1.83  0.0632
N4 5.30 -6.08 1.55  0.0637
N5 1.64 2.41 -4.03  0.0477
N6 1.82 -6.46 2.12  0.0656
N7 0.82 -0.53 2.50  0.0234
N8 -1.05 -2.44 3.43  0.0277
N9 -0.04 -2.44 -3.28  0.0791
N10 -0.35 2.38 2.91  0.0587
N11 -1.55 1.52 -8.08  0.0351
C1 3.07 -5.03 -1.50  -0.1270
C2 -0.82 3.78 0.00  -0.0847
C3 4.66 1.27 4.88  -0.2214
C4 3.40 0.49 4.45  -0.3750
C5 -4.67 3.41 -3.18  -0.4123
C6 -2.35 5.82 -0.23  -0.1301
C7 -1.00 1.36 4.94  -0.0487
C8 2.19 -7.42 1.04  -0.4254
C9 6.13 -3.95 0.91  -0.0761
C10 5.87 2.28 6.66  -0.1125
C11 -5.05 2.97 -1.75  -0.0502
C12 3.15 -0.82 5.24  -0.0529
C13 1.97 0.12 -3.20  -0.1669
C14 -1.10 3.45 -6.56  -0.1792
C15 -2.87 -3.03 4.98  -0.0410
C16 -5.41 4.66 -3.69  -0.2310
C17 -1.82 2.11 -6.75  -0.4146
C18 -1.30 -2.22 -4.00  -0.4474
C19 -0.43 5.22 -5.07  -0.0917
C20 -7.49 5.30 -4.71  -0.0660
C21 2.84 -0.94 -5.19  -0.0987
C22 -1.34 1.06 -5.78  -0.0754
C23 -1.02 -2.47 -5.48  -0.0531
C24 -2.67 2.73 3.75  -0.1895
C25 -4.15 4.09 2.54  -0.1265
C26 2.95 -4.49 4.51  -0.0992
C27 -1.04 5.18 0.37  -0.4058
C28 -1.45 -2.50 4.83  -0.4203
C29 -1.73 7.46 -1.98  -0.0878
C30 -2.41 -3.14 -3.47  -0.1689
C31 4.23 -4.14 2.49  -0.1700
C32 1.47 -1.85 0.67  -0.0373
C33 -4.28 -1.82 -4.24  -0.0991
C34 2.52 1.61 -3.21  -0.3843
C35 -0.64 -0.22 0.54  -0.1317
C36 0.22 -2.78 8.14  -0.1263
C37 5.56 -4.75 1.99  -0.4546
C38 2.58 2.26 -1.75  -0.0366
C39 -1.93 0.26 -1.41  -0.1018
C40 2.22 -6.78 -0.26  -0.2041
C41 -0.35 -2.93 5.75  -0.1335
C42 -1.54 1.78 3.52  -0.4014
C43 1.17 -8.58 1.20  -0.0573
C44 0.85 -0.49 1.08  -0.3916
H1 -1.49 -1.41 4.95  0.1096
H2 1.95 -5.51 1.80  0.0413
H3 1.20 -6.58 -0.59  0.1389
H4 1.59 -1.94 -0.41  0.0588
H5 0.36 5.02 -4.35  0.0766
H6 -2.00 0.62 -8.07  0.0627
H7 -2.88 2.27 -6.57  0.1405
H8 6.09 -2.90 1.23  0.0812
H9 5.54 0.70 4.58  0.1237
H10 -1.87 0.41 -2.49  0.0672
H11 -4.30 -1.34 -3.26  0.0771
H12 -5.33 -1.98 -4.49  0.0923
H13 3.52 1.64 -3.63  0.1250
H14 1.98 -4.23 4.08  0.0809
H15 -0.68 -3.47 -5.72  0.0869
H16 -0.96 6.05 -4.62  0.0648
H17 -0.20 -4.00 5.83  0.1260
H18 -2.92 4.29 -2.62  0.0386
H19 1.49 1.98 -4.93  0.0494
H20 -1.47 1.41 -4.75  0.0685
H21 -4.84 4.87 -4.60  0.1194
H22 3.41 1.80 -1.20  0.0688
H23 4.40 -3.09 2.76  0.1206
H24 -7.44 6.33 -4.35  0.0807
H25 0.73 2.26 -3.60  0.0670
H26 -3.76 5.09 2.72  0.0819
H27 -1.80 -2.17 2.81  0.0778
H28 1.04 0.21 -2.64  0.0993
H29 0.03 5.58 -5.99  0.0881
H30 1.70 2.08 -1.14  0.0459
H31 2.61 -0.47 -2.54  0.1210
H32 -1.14 0.62 1.01  0.0837
H33 1.48 -9.30 0.45  0.0711
H34 0.14 -8.28 1.04  0.0761
H35 -1.86 0.12 -5.90  0.0566
H36 -3.51 -2.82 4.13  0.0721
H37 -1.92 -2.31 -6.07  0.0662
H38 -4.71 3.98 1.61  0.0856
H39 -1.31 -1.02 0.84  0.1039
H40 -5.06 1.90 -1.52  0.0663
H41 0.64 -1.80 -3.66  0.0285
H42 -5.16 5.48 -3.02  0.1201
H43 3.55 -1.38 -4.49  0.0897
H44 -0.82 -3.36 3.09  0.0903
H45 -0.62 1.21 -8.34  0.0714
H46 -0.87 2.18 5.64  0.0839
H47 6.09 3.11 5.99  0.0781
H48 2.88 -5.24 5.29  0.0993
H49 0.45 0.37 2.79  0.0326
H50 -7.19 5.18 -5.75  0.0820
H51 -1.65 -1.20 -3.87  0.0919
H52 -4.91 3.93 3.29  0.0876
H53 2.56 -6.39 2.80  0.0391
H54 2.09 -4.56 -1.59  0.0885
H55 -1.76 5.06 2.28  0.0352
H56 -2.41 3.61 4.33  0.1345
H57 -2.69 -0.49 -1.20  0.0801
H58 -1.93 0.94 2.93  0.1248
H59 2.74 3.33 -1.85  0.0726
H60 0.22 2.91 3.55  0.0832
H61 -0.27 0.93 -5.91  0.0703
H62 -2.23 8.33 -1.55  0.0800
H63 -2.94 -4.12 5.07  0.0775
H64 0.07 -3.83 8.42  0.0823
H65 -1.77 7.56 -3.07  0.0756
H66 1.27 -2.63 7.88  0.0800
H67 3.82 1.09 2.61  0.0528
H68 4.87 -6.54 2.34  0.0616
H69 -4.45 3.45 -0.98  0.0480
H70 -1.80 0.76 5.38  0.0668
H71 -3.45 2.14 4.24  0.1304
H72 -2.65 -2.79 -2.46  0.1061
H73 0.27 -1.27 2.90  0.0261
H74 -0.71 7.56 -1.60  0.0798
H75 2.58 -1.70 -5.93  0.0920
H76 0.12 3.36 0.35  0.0801
H77 -0.30 5.78 -0.15  0.1304
H78 -0.85 3.76 -1.09  0.0850
H79 3.19 -7.78 1.31  0.1301
H80 -2.32 1.20 -1.02  0.0666
H81 -0.35 -2.16 -2.36  0.0531
H82 2.66 -0.07 2.66  -0.0066
H83 -5.06 2.66 -3.86  0.1315
H84 -2.86 3.75 -4.12  0.0351
H85 -3.35 -2.65 5.89  0.0784
H86 3.35 -0.11 -5.68  0.0855
H87 -0.34 -1.67 -5.79  0.0557
H88 1.49 0.28 0.66  0.1241
H89 3.48 -3.63 4.93  0.0732
H90 0.03 -2.21 9.05  0.0860
H91 5.62 2.75 7.61  0.0938
H92 6.70 1.58 6.55  0.0914
H93 3.79 -4.22 -1.48  0.0821
H94 2.61 -7.49 -0.99  0.1360
H95 6.36 -4.70 2.73  0.1444
H96 3.02 -0.50 6.28  0.0707
H97 -0.10 0.73 4.90  0.0641
H98 0.83 -2.66 1.03  0.0725
H99 0.61 -2.54 5.43  0.0909
H100 3.51 -4.12 1.68  0.1008
H101 1.25 -9.02 2.19  0.0750
H102 3.31 -5.66 -2.36  0.0966
H103 4.60 -6.07 0.83  0.0403
H104 2.48 -1.92 1.09  0.0637
H105 -2.60 6.76 0.26  0.1148
H106 7.19 -4.05 0.70  0.0835
H107 -0.68 3.04 2.23  0.0030
H108 4.05 -1.41 5.39  0.0681
H109 5.59 -3.99 -0.04  0.0683
H110 -1.62 3.11 0.33  0.0672
H111 -0.69 6.20 2.11  0.0762
H112 -1.30 4.07 -7.44  0.1248
H113 -3.68 -1.21 -4.91  0.0689
H114 2.35 -1.47 4.87  0.0414
H115 -8.55 5.06 -4.70  0.0761
H116 -6.11 3.17 -1.57  0.0693
H117 -0.05 3.17 -6.64  0.1152
H118 2.47 1.05 4.47  0.1124
H119 -3.18 5.12 -0.09  0.0947
H120 4.81 2.20 4.33  0.1162
H121 -2.11 -4.18 -3.38  0.1287



Record 2
A cluster of 11 separate species, C44H121N11O11 in total. Source: OMol25; level of theory: ωB97M-V/def2-TZVPD.

- total energy (eV) = -86484.33442
- frontier orbital gap (alpha / beta) (Eh) = 0.280 / 0.075
- multiplicity = 2
- molar mass (Da) = 980.52
- maximum force (eV/A) = 3.189
- total charge = +1
- LUMO energy (alpha / beta) (eV) = -2.19 / -7.76
- relative energy (zero: lowest compared OMol25 entry of this formula, charge and spin) (kJ/mol) = 338.39

Last column: Löwdin charge in e.
Element x y z (Å)
O1 -3.11 2.17 -4.03  -0.2293
O2 0.85 -0.21 1.13  -0.2244
O3 -2.37 5.82 0.14  -0.1743
O4 -2.29 -2.16 -2.63  -0.2314
O5 -1.64 -3.95 4.55  -0.1496
O6 1.55 -5.51 -0.30  -0.1905
O7 -6.96 2.41 2.36  -0.1979
O8 4.79 -1.46 -0.14  -0.2039
O9 1.72 3.07 -4.33  -0.2040
O10 3.60 2.40 3.02  -0.1934
O11 3.08 -3.29 3.67  -0.1897
N1 6.73 -4.70 0.43  0.0540
N2 -1.41 -0.08 -0.82  0.0824
N3 -4.73 5.04 -1.26  0.0475
N4 -0.26 -2.24 2.64  0.3302
N5 5.92 -4.77 5.83  0.0480
N6 4.11 -6.92 0.21  0.0654
N7 4.49 2.15 5.90  0.0332
N8 1.17 5.44 -7.14  0.0482
N9 -4.56 2.25 -0.39  0.0474
N10 -6.23 4.04 -3.54  0.0501
N11 -4.16 0.00 -2.45  0.0696
C1 -2.30 -0.90 2.24  -0.0128
C2 -1.12 -2.32 -3.39  -0.1219
C3 1.60 3.12 -7.43  -0.0532
C4 -1.55 -1.91 3.18  -0.2773
C5 -0.14 0.59 -0.95  -0.4073
C6 2.43 -4.42 3.10  -0.1247
C7 4.48 -4.63 5.41  -0.4330
C8 -1.25 5.31 0.85  -0.0963
C9 -3.90 3.35 -3.98  -0.1913
C10 5.22 -0.21 -0.67  -0.1100
C11 -3.65 5.78 0.76  -0.2191
C12 3.41 -6.70 -2.10  -0.0436
C13 -4.71 6.06 -0.24  -0.4256
C14 3.90 -5.97 -0.86  -0.4529
C15 -6.27 0.68 0.14  -0.0464
C16 4.77 2.98 3.49  -0.1818
C17 -5.78 2.12 0.40  -0.4126
C18 5.41 0.53 4.23  -0.0542
C19 1.16 4.21 -6.44  -0.4872
C20 -4.64 -1.30 -2.91  -0.4122
C21 -5.40 2.92 -3.80  -0.4619
C22 6.17 -3.34 0.77  -0.4147
C23 3.69 -4.26 6.66  -0.0554
C24 2.01 4.20 -5.21  -0.1755
C25 -6.08 6.09 0.45  -0.0439
C26 2.02 -0.44 1.89  -0.0794
C27 -1.64 2.38 -3.97  -0.0249
C28 1.01 -0.10 -0.29  -0.1546
C29 -3.50 -2.19 -3.43  -0.1570
C30 7.21 -2.56 1.53  -0.0490
C31 -5.58 2.49 1.85  -0.1539
C32 5.19 2.01 4.63  -0.4061
C33 2.85 -4.97 -0.50  -0.2339
C34 -2.32 -3.28 3.44  -0.0969
C35 -7.06 2.60 3.77  -0.1152
C36 2.21 3.23 -3.00  -0.1032
C37 5.68 -2.59 -0.53  -0.1327
C38 -5.87 2.33 -5.11  -0.0686
C39 0.47 -4.60 -0.51  -0.0825
C40 -0.40 2.04 -0.43  -0.0550
C41 -5.78 -1.12 -3.90  -0.0386
C42 3.24 2.96 1.76  -0.1187
C43 4.40 -3.59 4.23  -0.1340
C44 -1.30 -5.28 4.26  -0.0957
H1 3.07 -5.18 2.65  0.0824
H2 -3.88 1.60 -0.02  0.0627
H3 -0.44 2.16 0.65  0.0598
H4 -0.63 -5.32 3.39  0.0777
H5 4.22 -7.38 -2.38  0.0830
H6 -1.25 1.37 -3.97  0.0758
H7 -1.54 -1.46 4.17  0.1749
H8 -4.99 -1.78 -1.99  0.1242
H9 -7.18 0.46 0.70  0.0771
H10 3.05 -4.46 0.45  0.0948
H11 2.25 -1.50 1.80  0.0829
H12 0.98 6.21 -6.50  0.0754
H13 -4.56 7.06 -0.63  0.1479
H14 5.45 -0.06 5.14  0.0647
H15 0.41 2.73 -0.64  0.0589
H16 -4.73 4.12 -0.83  0.0234
H17 4.51 1.38 6.56  0.0660
H18 3.50 2.27 5.72  0.0602
H19 -2.56 -1.35 1.29  0.0858
H20 -6.08 6.89 1.20  0.0772
H21 0.16 3.85 -6.18  0.1137
H22 -4.07 0.64 -3.23  0.0399
H23 6.25 -0.29 -1.03  0.0828
H24 -2.20 -5.88 4.13  0.1033
H25 -1.30 2.84 -4.90  0.0708
H26 4.81 -5.43 -1.11  0.1077
H27 2.01 2.29 -2.49  0.0659
H28 0.46 -2.42 3.33  0.1233
H29 1.96 0.41 -0.42  0.1215
H30 -5.83 4.26 -2.64  0.0135
H31 2.64 -4.35 6.36  0.0642
H32 -6.97 3.65 4.05  0.0836
H33 8.14 -2.30 1.04  0.0920
H34 6.36 0.48 3.70  0.0800
H35 -1.41 -0.95 -1.34  0.0448
H36 -2.42 -3.77 2.47  0.1288
H37 0.81 -3.56 -0.54  0.0662
H38 5.54 3.14 2.74  0.1275
H39 2.91 -4.11 -1.16  0.1223
H40 6.03 -5.33 0.08  0.0125
H41 -6.31 2.10 4.38  0.0730
H42 3.48 -6.06 -2.98  0.0858
H43 7.40 -3.12 2.45  0.0752
H44 -6.12 4.75 -4.25  0.0804
H45 -1.37 2.88 -3.04  0.0783
H46 -5.38 -1.00 -4.90  0.0791
H47 -6.73 6.41 -0.35  0.0855
H48 4.77 -2.64 4.63  0.1198
H49 4.14 -5.59 5.04  0.1220
H50 0.01 0.72 -2.02  0.1292
H51 1.70 -4.18 2.33  0.0592
H52 -0.21 -2.48 -2.80  0.0761
H53 2.68 3.15 -7.58  0.0837
H54 6.62 -1.65 1.67  0.0710
H55 -1.20 -3.25 -3.96  0.0842
H56 -5.53 -0.04 0.47  0.0669
H57 3.87 -4.83 7.58  0.0830
H58 -1.58 -0.09 2.15  0.0800
H59 -5.36 1.37 -5.20  0.0519
H60 0.35 5.38 -7.73  0.0833
H61 0.17 -4.81 -1.53  0.0858
H62 -1.03 -1.68 -4.26  0.0933
H63 0.25 -1.53 2.13  0.0622
H64 -3.21 -0.09 -2.13  0.0374
H65 -1.42 -0.34 0.16  0.0219
H66 -5.74 3.06 -5.90  0.0873
H67 -3.76 5.00 -1.54  0.0600
H68 3.14 4.03 1.60  0.0922
H69 4.29 -6.41 1.06  0.0481
H70 3.26 3.51 -3.00  0.0883
H71 5.26 -3.57 1.33  0.0981
H72 5.08 -3.91 3.44  0.0945
H73 2.24 2.71 1.42  0.0707
H74 6.19 2.26 4.97  0.1216
H75 4.52 0.09 3.79  0.0556
H76 -1.53 4.34 1.26  0.0692
H77 -3.77 4.77 1.14  0.0996
H78 -3.86 6.39 1.65  0.1289
H79 2.48 -7.26 -1.98  0.0885
H80 2.88 0.22 1.75  0.0877
H81 4.48 3.98 3.84  0.1295
H82 -6.43 0.46 -0.92  0.0682
H83 5.28 0.54 0.12  0.0744
H84 -3.37 -3.10 3.68  0.1409
H85 6.28 -4.96 4.91  0.0544
H86 3.18 -7.30 0.36  0.0757
H87 -6.44 5.19 0.95  0.0662
H88 5.21 -3.28 -1.24  0.0970
H89 -4.88 1.73 -1.20  0.0175
H90 1.64 3.99 -2.47  0.0777
H91 -5.31 3.53 2.03  0.1007
H92 -1.43 2.32 -0.66  0.0678
H93 -3.74 4.06 -4.78  0.1250
H94 3.91 2.64 0.96  0.0814
H95 1.15 3.45 -8.37  0.0689
H96 1.73 -0.37 2.94  0.1016
H97 -7.97 2.18 4.22  0.0859
H98 4.61 0.08 -1.52  0.0831
H99 -6.45 -1.99 -3.85  0.0840
H100 -0.44 -4.82 0.05  0.0838
H101 -3.24 -0.56 2.68  0.0920
H102 1.11 -1.02 -0.87  0.1193
H103 -0.46 5.13 0.11  0.0785
H104 -0.69 -5.71 5.05  0.0987
H105 -5.39 2.16 -3.02  0.0994
H106 3.07 4.10 -5.41  0.1311
H107 6.60 -2.32 -1.05  0.1169
H108 -3.55 3.95 -3.15  0.0887
H109 -4.93 1.81 2.40  0.1154
H110 -6.33 -0.21 -3.66  0.0717
H111 1.75 5.10 -4.65  0.1212
H112 5.72 -5.66 6.28  0.0717
H113 3.79 -3.21 6.91  0.0803
H114 -6.60 2.73 0.01  0.1444
H115 1.80 -4.93 3.83  0.0772
H116 7.17 -5.10 1.24  0.0652
H117 -0.86 5.92 1.66  0.0869
H118 -6.91 1.99 -5.12  0.0806
H119 -3.68 -3.23 -3.71  0.1327
H120 1.15 2.14 -7.33  0.0781
H121 -3.28 -1.73 -4.39  0.1164